C66H151N7O13 | ωB97M-V/def2-TZVPD

- Calculated total energy: -107924.5245 eV

```
! RIJCOSX wB97M-V def2-TZVPD def2/J DEFGRID3
* xyz 0 1
O 4.08594 -3.42866 2.13554
H 4.08344 -3.35809 1.18095
H 4.57205 -4.23338 2.31542
O 1.80063 1.06950 3.88692
H 2.66558 0.80482 3.57380
H 1.93784 1.93786 4.26554
O 1.46301 -3.09601 3.70419
H 2.12876 -2.88965 3.04812
H 1.82073 -3.84436 4.18194
O -1.34000 -3.12086 3.12185
H -0.38938 -3.03511 3.19398
H -1.53637 -2.86481 2.22068
O -2.15470 1.76459 4.90970
H -2.38857 1.04741 5.49894
H -1.79275 1.33163 4.13654
C -1.25406 2.11070 1.02643
C -1.34312 0.69013 0.59078
C -1.91094 0.64919 -0.82089
C -0.84495 0.81447 -1.94543
C 0.30510 -0.16525 -1.80884
C 0.91948 -0.21199 -0.35046
N -0.18382 -0.14465 0.65368
O 0.27485 -0.40046 1.92279
C 1.69050 -1.57987 -0.12992
C 1.81963 1.05460 -0.33447
C -2.53708 0.02152 1.41070
H -0.96943 2.81093 0.24107
H -0.66312 2.16444 1.94075
H -2.20060 2.60514 1.24486
H -2.44438 -0.28951 -0.97052
H -2.79595 1.26892 -0.96516
H -0.43054 1.82261 -1.94847
H -1.30595 0.84606 -2.93265
H 1.11907 0.05156 -2.50062
H -0.08297 -1.14473 -2.08836
H 2.44943 -1.57800 -0.91229
H 2.14197 -1.62134 0.86131
H 1.04488 -2.44591 -0.27565
H 2.36902 1.15383 0.60172
H 2.51708 1.20049 -1.15931
H 1.28752 2.00399 -0.39457
H -2.21128 -0.19784 2.42747
H -2.85313 -1.00493 1.22467
H -3.43567 0.63619 1.35760
H 0.78915 0.36680 2.18433
C 5.79944 3.38955 -6.60215
C 4.84132 4.48456 -6.20593
C 3.85361 4.84226 -7.40805
C 2.71615 3.80806 -7.58136
C 1.91044 3.66407 -6.21420
C 2.84710 3.26469 -5.02400
N 4.06681 4.10986 -4.96619
O 4.88919 3.83756 -3.93345
C 2.05217 3.50668 -3.71945
C 3.26877 1.73621 -5.20345
C 5.61102 5.83167 -5.98978
H 6.02589 3.61813 -7.64358
H 5.41324 2.37314 -6.52564
H 6.50950 3.35586 -5.77584
H 3.50358 5.87382 -7.36974
H 4.41734 4.88045 -8.34016
H 3.11537 2.85784 -7.93606
H 1.96174 4.08922 -8.31616
H 1.09803 2.94710 -6.33276
H 1.41955 4.59886 -5.94348
H 2.62126 3.05204 -2.90855
H 2.00145 4.58213 -3.54933
H 1.06150 3.06254 -3.81638
H 3.53665 1.38394 -6.19956
H 4.08481 1.41819 -4.55457
H 2.39066 1.22415 -4.81000
H 4.94821 6.65333 -5.71838
H 6.20293 6.09200 -6.86726
H 6.27712 5.84514 -5.12708
H 4.74787 4.68559 -3.50628
C -3.72703 -5.83558 1.69700
C -3.47008 -5.22114 0.27231
C -2.16475 -4.55376 0.34762
C -1.48840 -4.26678 -1.04798
C -1.25952 -5.57167 -1.87011
C -2.60707 -6.31629 -1.99164
N -3.32865 -6.44464 -0.68822
O -4.56816 -7.16309 -0.78105
C -3.32295 -5.65521 -3.17770
C -2.26644 -7.74094 -2.54261
C -4.62725 -4.20027 -0.02940
H -4.64565 -6.38718 1.89688
H -3.64603 -5.20755 2.58421
H -2.98347 -6.62777 1.78448
H -2.29271 -3.59836 0.85649
H -1.47763 -5.03966 1.04035
H -0.57684 -3.66916 -1.04783
H -2.13017 -3.62262 -1.64906
H -0.50065 -6.15031 -1.34341
H -0.78292 -5.42362 -2.83916
H -4.20535 -6.28568 -3.28717
H -3.56856 -4.60669 -3.00924
H -2.79234 -5.79527 -4.11948
H -1.75914 -7.73532 -3.50733
H -1.42787 -8.23042 -2.04732
H -3.14220 -8.38987 -2.54802
H -4.41060 -3.16129 0.21893
H -5.53884 -4.53081 0.46844
H -4.66258 -4.30535 -1.11375
H -4.48154 -7.81897 -0.08540
C 6.49046 1.45988 6.81762
C 5.17100 1.80296 6.06511
C 5.23599 3.31499 5.58732
C 6.19170 3.62114 4.48152
C 6.02763 2.65825 3.32847
C 5.88445 1.17739 3.61880
N 4.99559 0.98476 4.80354
O 4.70410 -0.34620 5.08010
C 5.15777 0.62883 2.36541
C 7.33888 0.64479 3.77481
C 4.00920 1.58701 7.02845
H 6.62370 0.39441 6.63020
H 6.52448 1.70710 7.87867
H 7.26265 2.14966 6.47702
H 4.21274 3.62428 5.37422
H 5.65258 3.93639 6.38005
H 7.17309 3.51138 4.94296
H 6.14466 4.66920 4.18580
H 6.76496 2.90610 2.56492
H 5.10763 3.01015 2.86172
H 4.97785 -0.44315 2.44648
H 4.25084 1.18084 2.11872
H 5.68643 0.85108 1.43847
H 8.00452 0.99899 4.56195
H 7.26273 -0.42961 3.94200
H 7.93371 0.83448 2.88133
H 3.98688 0.50687 7.17301
H 3.07228 1.95740 6.61241
H 4.15834 2.19132 7.92325
H 3.77734 -0.26724 5.31778
C -5.37410 0.15344 3.82189
C -6.73372 0.11458 4.52796
C -7.81491 0.26676 3.48121
C -7.97760 -1.02174 2.67108
C -8.19877 -2.29953 3.57979
C -7.12826 -2.46983 4.72864
N -7.09709 -1.14120 5.34786
O -6.62389 -1.17208 6.64908
C -7.79383 -3.44784 5.67860
C -5.83693 -3.00358 4.16531
C -6.90125 1.34809 5.44379
H -4.63481 -0.56030 4.18537
H -4.95997 1.11879 4.11289
H -5.22608 0.21183 2.74356
H -8.74426 0.37093 4.04119
H -7.70602 1.18804 2.90895
H -7.06858 -1.05947 2.07078
H -8.77637 -0.84568 1.95061
H -8.23221 -3.24298 3.03493
H -9.21628 -2.37721 3.96287
H -8.79590 -3.15007 5.98725
H -7.85690 -4.39885 5.14971
H -7.10361 -3.74500 6.46815
H -6.07781 -4.03385 3.90331
H -5.54832 -2.40534 3.30107
H -5.12469 -3.00661 4.99042
H -7.96012 1.51385 5.64232
H -6.59937 2.19151 4.82283
H -6.41379 1.26022 6.41476
H -7.34986 -1.18651 7.27705
C 4.79602 -6.79264 -2.82758
C 5.56934 -5.58989 -2.21475
C 6.80816 -5.62076 -3.10208
C 7.70787 -4.36944 -3.25899
C 6.90806 -3.20177 -3.63718
C 5.65504 -3.02489 -2.75057
N 4.92704 -4.28744 -2.57409
O 3.61529 -4.16019 -2.09592
C 6.10217 -2.37180 -1.41339
C 4.80853 -2.06939 -3.55254
C 6.06697 -5.84243 -0.73394
H 4.53571 -6.76860 -3.88576
H 3.85452 -6.81665 -2.27885
H 5.37199 -7.71223 -2.72413
H 7.58725 -6.31240 -2.78153
H 6.47952 -5.97820 -4.07796
H 8.40196 -4.44015 -4.09646
H 8.34566 -4.22940 -2.38622
H 6.69476 -3.28131 -4.70315
H 7.55186 -2.35350 -3.40465
H 6.59192 -1.39973 -1.47097
H 5.24313 -2.43475 -0.74543
H 6.87329 -2.98710 -0.94987
H 3.86249 -1.82704 -3.06841
H 5.39279 -1.15518 -3.65720
H 4.58594 -2.40830 -4.56432
H 5.26657 -5.48262 -0.08742
H 6.98639 -5.28839 -0.54475
H 6.27957 -6.90085 -0.58344
H 3.10148 -4.41084 -2.86713
C -2.09989 6.02783 0.06696
C -3.66116 5.66822 -0.01786
C -3.88046 4.42374 -0.91867
C -5.27487 3.72810 -0.72503
C -5.28579 3.33509 0.72667
C -5.25503 4.58787 1.71413
N -4.15852 5.47590 1.36403
O -4.13643 6.66093 2.15459
C -6.63171 5.34582 1.64414
C -4.96198 3.98119 3.08643
C -4.39967 6.83307 -0.74815
H -1.87341 6.97899 0.54871
H -1.67061 5.93060 -0.93022
H -1.57869 5.21148 0.56697
H -3.83076 4.57422 -1.99708
H -2.99683 3.79182 -0.82928
H -5.29570 2.83090 -1.34367
H -6.17497 4.30262 -0.94375
H -4.47412 2.64896 0.96857
H -6.25592 2.83900 0.75577
H -7.43830 4.90365 2.22893
H -6.70585 6.36896 2.01264
H -6.98476 5.42272 0.61577
H -4.90907 4.85069 3.74161
H -5.68973 3.19248 3.27730
H -3.93210 3.63212 3.16114
H -3.74478 7.03348 -1.59613
H -4.38466 7.75772 -0.17119
H -5.41733 6.62608 -1.07926
H -5.04457 6.94615 2.02991
C -3.39878 1.87722 -4.86537
C -2.36895 1.89247 -5.98801
C -1.71073 3.29970 -6.11767
O -1.58702 0.83777 -5.54301
H -3.14845 2.36543 -3.92351
H -3.77178 0.85944 -4.75096
H -4.32403 2.28340 -5.27408
H -2.76783 1.50841 -6.92688
H -1.15212 3.37303 -7.05077
H -0.84976 3.33064 -5.44992
H -2.37335 4.13828 -5.90364
H -0.83390 0.76249 -6.13356
*
```

Results of the Löwdin charge analysis, in e, for atoms 1 through 4: O -0.04; H 0.02; H 0.04; O -0.03